{"formula": "C12H19N2O5PPd", "method": "ωB97M-V/def2-TZVPD", "total_charge": 2, "e_tot_ev": -38711.7451, "homo_ev": -16.66, "lumo_energy_ev": -13.58, "symbols": ["C", "C", "C", "C", "C", "N", "C", "C", "C", "C", "O", "C", "C", "P", "O", "O", "O", "N", "C", "O", "H", "H", "H", "H", "H", "H", "H", "H", "H", "H", "H", "H", "H", "H", "H", "H", "H", "H", "H", "Pd"], "xyz": [[2.67123, -2.18203, 3.03543], [2.01188, -1.71541, 2.11069], [1.42893, -1.05974, 0.82042], [-0.07951, -1.37378, 0.53316], [-1.01189, -0.06583, 0.51081], [-2.38577, -0.30365, 0.12686], [-3.09426, 1.02445, 0.22950], [-3.39023, 1.48905, 1.71366], [-2.37559, -0.60097, -1.35534], [-2.86549, -1.97037, -1.96081], [-1.97225, 0.23158, -2.14603], [1.89990, 0.44051, 0.97590], [3.07161, 0.65182, -0.09665], [2.56704, 1.36344, -1.77427], [3.81774, 1.55579, -2.56435], [1.52497, 0.37120, -2.62207], [1.84963, 2.89586, -1.60657], [3.64080, -0.73354, -0.19780], [2.43469, -1.56635, -0.34152], [2.22931, -2.43753, -1.11385], [3.42764, -2.27472, 3.86189], [-0.20051, -1.93833, -0.44799], [-0.52525, -2.07110, 1.31170], [-0.49348, 0.69198, -0.21828], [-0.90424, 0.41274, 1.53711], [-2.50285, 1.86911, -0.26740], [-4.08420, 0.90314, -0.29802], [-3.93544, 2.48305, 1.63428], [-4.01628, 0.77509, 2.31453], [-2.43291, 1.71847, 2.28767], [-2.06028, -2.29763, -2.68164], [-3.00650, -2.78513, -1.20115], [-3.79261, -1.79970, -2.59145], [1.16031, 1.28055, 0.76759], [2.12135, 0.54518, 2.07428], [3.76197, 1.36315, 0.45806], [0.62849, 0.36679, -2.22021], [0.88374, 2.82166, -1.78609], [4.16748, -0.84303, 0.67947], [-0.16919, 2.76424, 0.50847]]}

{"formula": "C12H19N3O5Ti", "method": "ωB97M-V/def2-TZVPD", "e_tot_ev": -50577.1416, "homo_ev": [-6.10, -8.90], "spin_multiplicity": 3, "lumo_energy_ev": [0.17, 0.00], "symbols": ["Ti", "O", "C", "C", "N", "C", "C", "O", "O", "C", "C", "O", "O", "H", "H", "H", "H", "H", "H", "H", "H", "H", "N", "C", "N", "C", "C", "C", "C", "C", "H", "H", "H", "H", "H", "H", "H", "H", "H", "H"], "xyz": [[0.44229, -0.88473, -1.06125], [1.38976, -1.16900, -3.11014], [0.86229, -2.38700, -3.67224], [0.91808, -3.49290, -2.63692], [0.24250, -3.09409, -1.39016], [0.94777, -3.64066, -0.21318], [2.29596, -2.91327, -0.03564], [3.26296, -3.51961, 0.37821], [2.24319, -1.65675, -0.35379], [-1.21133, -3.34451, -1.43720], [-1.96458, -2.18568, -2.11888], [-2.96624, -2.42191, -2.76513], [-1.43444, -1.02713, -1.89519], [2.31854, -1.31624, -2.88068], [-0.15762, -2.15275, -3.96987], [1.43104, -2.66154, -4.56215], [0.47760, -4.41013, -3.04339], [1.96362, -3.70715, -2.40371], [0.34370, -3.42557, 0.67161], [1.09130, -4.72248, -0.27302], [-1.44681, -4.28630, -1.93859], [-1.58287, -3.40224, -0.41246], [-0.18645, 0.14578, 0.67547], [-0.31910, 1.10547, 1.31756], [-0.52091, 2.20791, 1.97854], [-1.75709, 2.98414, 1.77965], [-1.41478, 4.40588, 1.34600], [-0.18577, 4.95207, 2.10366], [0.12061, 4.12455, 3.34854], [0.47089, 2.69500, 2.96013], [-2.32005, 2.97743, 2.71493], [-2.35812, 2.46763, 1.03448], [-2.29091, 5.03225, 1.52177], [-1.22705, 4.42071, 0.27214], [-0.34212, 5.99557, 2.37491], [0.68987, 4.92993, 1.45040], [-0.73235, 4.13393, 4.03123], [0.96372, 4.54289, 3.89855], [0.48851, 2.03403, 3.82831], [1.45438, 2.66646, 2.48750]]}

{"formula": "C12H19N9O4S2Sr", "method": "ωB97M-V/def2-TZVPD", "e_tot_ev": -56867.6194, "homo_ev": -8.44, "lumo_energy_ev": -0.44, "relative_energy_ev": 0.0000, "symbols": ["Sr", "N", "C", "N", "C", "N", "N", "C", "N", "C", "C", "C", "C", "C", "N", "H", "H", "H", "H", "H", "H", "H", "H", "O", "S", "O", "O", "O", "S", "C", "N", "C", "C", "C", "N", "H", "H", "H", "H", "H", "H", "H", "H", "N", "H", "H", "H"], "xyz": [[0.12480, 0.22845, 0.43948], [-1.07328, 3.69924, 0.03551], [-2.19528, 3.00419, -0.08897], [-3.33062, 3.70017, -0.24572], [-4.42811, 2.97280, -0.36501], [-5.59787, 3.61786, -0.51565], [-4.48168, 1.62451, -0.35670], [-3.31136, 1.03648, -0.20590], [-2.13374, 1.64013, -0.05433], [-3.33909, -0.46420, -0.22286], [-4.55111, -1.12654, -0.36131], [-4.55516, -2.51020, -0.39789], [-3.35125, -3.18540, -0.30054], [-2.18809, -2.44586, -0.16212], [-2.17564, -1.11287, -0.11801], [-1.16215, 4.70012, 0.03376], [-0.16743, 3.27697, 0.27482], [-5.61269, 4.62045, -0.49861], [-6.44491, 3.08552, -0.57776], [-5.45745, -0.54702, -0.44010], [-5.48580, -3.05168, -0.50495], [-3.30388, -4.26473, -0.33090], [-1.22377, -2.93464, -0.09273], [2.64589, 0.78957, 1.79014], [2.48723, 1.76120, 0.65653], [3.58928, 2.67115, 0.52117], [2.23932, 0.92683, -0.56747], [1.16517, 2.44220, 0.91932], [1.32811, -2.58810, 0.43270], [2.91660, -2.20412, -0.10929], [3.69615, -1.37491, 0.55591], [4.94449, -0.83999, 0.01170], [4.94672, -0.95652, -1.50171], [4.62158, -2.39089, -1.87997], [3.37711, -2.78108, -1.22804], [3.23923, -0.75766, 1.23499], [5.79275, -1.37768, 0.44530], [5.00411, 0.20257, 0.32195], [5.92171, -0.67622, -1.89877], [4.19092, -0.27822, -1.90023], [5.43368, -3.05807, -1.57460], [4.48741, -2.49723, -2.95604], [2.73435, -3.39969, -1.68957], [0.06024, 0.16948, 3.11749], [1.03539, 0.47696, 3.05994], [0.03639, -0.69197, 3.64951], [-0.44828, 0.86868, 3.64550]]}